The following is a quantum chemistry calculation of a molecular structure, C8H17N4O, from the Open Molecules 2025 dataset.

```
! RIJCOSX wB97M-V def2-TZVPD def2/J DEFGRID3
* xyz 1 1
C -1.681 0.064 -1.776
C -0.352 0.050 0.303
C -1.478 0.720 -0.313
C 1.004 0.101 -1.615
C -3.145 -0.094 -2.143
C -1.289 2.188 -0.492
C 3.346 0.573 -2.005
C 0.436 -1.585 4.352
N -0.797 -0.043 -2.628
N 0.844 0.050 -0.380
N 2.020 0.190 -2.405
N 1.101 -1.778 3.101
O -0.501 -0.636 1.386
H -2.277 0.436 0.285
H -3.425 0.879 -2.703
H -3.811 -0.083 -1.273
H -3.215 -1.073 -2.590
H -2.232 2.636 -0.818
H -0.692 2.262 -1.359
H -0.850 2.746 0.414
H 4.231 0.024 -2.566
H 3.331 1.589 -2.273
H 3.473 0.406 -0.910
H -0.595 -1.340 4.022
H 0.490 -2.441 5.033
H 0.890 -0.646 4.833
H 0.940 -2.719 2.948
H 1.782 0.249 -3.355
H 2.084 -1.445 2.792
H 0.369 -1.282 2.137
*
```

Calculated values
relative energy (zero: lowest compared OMol25 entry of this formula, charge and spin)	82.1	kcal/mol
LUMO energy (spin up / spin down)	-3.0 / -3.0	eV
highest occupied orbital energy (spin up / spin down)	-0.44084 / -0.44088	Ha

***

The following is a quantum chemistry calculation of a molecular structure, C3H6As2F13O3Tl, from the Open Molecules 2025 dataset.

```
! RIJCOSX wB97M-V def2-TZVPD def2/J DEFGRID3
* xyz 0 1
Tl -12.215 12.731 -10.931
As -16.928 8.739 -9.412
F -15.584 9.880 -9.933
F -18.110 10.027 -9.202
F -18.044 7.483 -8.876
F -15.732 7.466 -9.636
F -16.370 8.835 -7.695
F -17.457 8.419 -11.143
As -9.447 14.692 -14.866
F -9.488 14.302 -16.615
F -9.401 16.484 -15.248
F -9.480 15.112 -13.045
F -9.531 12.966 -14.311
F -7.648 14.674 -14.796
F -11.285 14.588 -14.745
F -11.582 10.206 -7.931
C -18.669 14.288 -7.778
O -17.298 14.223 -8.014
C -16.393 13.856 -7.092
O -15.215 13.842 -7.367
O -16.901 13.565 -5.830
C -16.014 13.140 -4.748
H -18.902 14.785 -6.837
H -19.074 13.282 -7.661
H -19.084 14.811 -8.640
H -16.527 12.881 -3.823
H -15.272 13.874 -4.434
H -15.282 12.426 -5.126
*
```

Calculated values
relative energy (zero: lowest compared OMol25 entry of this formula, charge and spin)	129.6	kcal/mol
LUMO energy	-10.6	eV
highest occupied orbital energy	-0.44756	Ha

***

no.,maximum force (eV/Å)
1,4.493
2,2.727